Entry 1:
A structure of composition C28H28N15O3Ti, computed with the ωB97M-V functional and the def2-TZVPD basis.

Each line ends with the Löwdin charge.
CARTESIAN COORDINATES (ANGSTROEM)
Ti  -0.34  0.02  -0.05  1.070
O  1.14  0.35  2.61  -0.022
O  -1.49  1.14  1.49  0.003
O  2.23  3.51  0.57  0.027
N  2.24  -1.03  1.10  0.031
N  -2.96  2.85  -1.97  -0.107
N  0.32  2.19  0.68  0.070
N  -2.11  2.51  -1.07  -0.068
N  -1.50  -1.55  0.12  -0.062
N  0.74  -1.96  -3.71  -0.094
N  -3.15  1.86  -2.86  0.017
N  1.79  0.89  -1.21  -0.091
N  0.97  -1.52  -2.52  -0.060
N  3.76  2.28  -2.70  0.054
N  -2.24  -0.35  -3.05  0.139
N  0.96  -1.28  0.62  -0.121
N  -0.50  -1.60  -4.11  0.024
N  -1.70  1.23  -1.32  -0.060
N  -0.12  -0.85  -2.07  -0.052
C  3.52  0.33  2.59  -0.135
C  1.64  -3.64  0.24  -0.033
C  0.61  3.77  2.38  -0.082
C  4.15  1.34  -1.59  -0.090
C  -0.55  3.08  2.67  -0.073
C  2.41  2.92  -2.47  -0.091
C  -2.86  -1.66  0.15  -0.131
C  5.97  1.34  3.47  -0.117
C  4.72  -0.23  2.14  -0.051
C  0.33  5.06  4.33  -0.082
C  4.78  1.90  3.93  -0.092
C  -1.31  3.36  3.78  0.010
C  -3.51  -2.84  0.00  -0.094
C  -0.74  -2.71  0.02  -0.239
C  0.63  -2.53  0.27  -0.304
C  1.17  3.16  1.11  -0.407
C  3.07  0.27  -1.48  -0.197
C  1.09  4.76  3.20  -0.010
C  5.93  0.28  2.58  -0.107
C  -2.74  -4.02  -0.24  -0.101
C  -0.68  2.06  1.59  -0.449
C  2.17  -0.14  2.10  -0.492
C  3.56  1.39  3.49  -0.028
C  1.38  1.82  -2.25  -0.189
C  -0.98  -0.93  -3.08  -0.474
C  -1.39  -3.95  -0.24  -0.034
C  -2.37  0.89  -2.42  -0.488
C  -0.85  4.38  4.62  -0.079
H  0.66  5.84  5.01  0.096
H  -3.24  -4.97  -0.43  0.090
H  -2.72  -0.38  -3.94  0.126
H  -1.41  4.63  5.51  0.097
H  4.80  2.73  4.62  0.094
H  -3.39  -0.72  0.26  0.113
H  2.01  5.28  2.97  0.114
H  -2.21  2.81  4.00  0.121
H  4.20  1.94  -0.68  0.132
H  -4.59  -2.87  0.02  0.089
H  1.79  1.37  -0.31  0.064
H  6.86  -0.17  2.23  0.090
H  5.12  0.92  -1.84  0.127
H  0.44  2.29  -1.97  0.105
H  3.31  -0.41  -0.66  0.098
H  2.18  3.53  -3.34  0.130
H  2.51  3.53  -1.57  0.105
H  3.72  1.74  -3.57  0.174
H  2.62  1.81  3.82  0.110
H  1.18  -4.60  0.48  0.062
H  4.47  3.00  -2.82  0.169
H  1.21  1.25  -3.17  0.126
H  2.99  -0.32  -2.40  0.105
H  4.67  -1.06  1.46  0.100
H  2.10  -3.71  -0.75  0.077
H  6.92  1.74  3.82  0.089
H  2.42  -3.43  0.97  0.061
H  -0.79  -4.84  -0.42  0.099

Calculated values
Gap between HOMO and LUMO (spin up / spin down) ... 4.4 / 4.4 eV
LUMO (spin up / spin down) ... 1.4120 / 1.4120 eV
Net charge ... -1
Electronic energy ... -2980.4572 Ha
ΔE to the lowest compared entry with this formula, charge and spin ... 46.0 kcal/mol

---

Entry 2:
A cluster of 2 separate species, C3H4F3N3 in total, computed with the ωB97M-V functional and the def2-TZVPD basis.

Each line ends with the Löwdin charge.
CARTESIAN COORDINATES (ANGSTROEM)
F  -0.83  1.05  1.19  0.022
F  -2.10  0.28  -0.26  0.136
F  0.08  -1.51  -1.21  0.081
N  2.96  0.62  0.11  -0.010
N  -0.24  -1.61  1.00  0.181
N  -0.25  1.24  -1.18  0.181
C  -0.80  0.55  -0.16  -0.603
C  -0.03  -0.77  -0.05  -0.293
C  1.98  0.04  0.19  -0.170
H  0.27  -2.38  1.31  0.112
H  0.68  1.60  -1.17  0.089
H  -0.85  2.05  -1.45  0.145
H  -0.88  -1.14  1.66  0.130

Calculated values
Gap between HOMO and LUMO ... 10.4 eV
LUMO ... -0.2924 eV
Net charge ... 0
Electronic energy ... -580.4970 Ha
ΔE to the lowest compared entry with this formula, charge and spin ... 38.2 kcal/mol

---

Entry 3:
A structure of composition C3H3O3Sm, computed with the ωB97M-V functional and the def2-TZVPD basis.

Each line ends with the Löwdin charge.
CARTESIAN COORDINATES (ANGSTROEM)
Sm  2.48  -1.13  -1.40  1.712
O  0.01  -1.88  -2.53  0.072
O  -2.05  -1.11  -1.79  0.287
O  0.74  -0.04  -0.03  -0.429
C  0.64  0.80  0.98  -0.451
C  -0.48  1.07  1.68  -0.001
C  -0.99  -1.49  -2.05  -0.385
H  1.57  1.32  1.27  0.090
H  -1.45  0.67  1.37  0.055
H  -0.45  1.80  2.49  0.050

Calculated values
Gap between HOMO and LUMO (spin up / spin down) ... 5.0 / 5.2 eV
Multiplicity ... 7
LUMO (spin up / spin down) ... -5.7043 / -5.5987 eV
Net charge ... +1
Electronic energy ... -999.5307 Ha
ΔE to the lowest compared entry with this formula, charge and spin ... 4.6 kcal/mol
⟨S²⟩ ... 12.009

---

Entry 4:
An isolated molecule of C4H5NO, computed with the ωB97M-V functional and the def2-TZVPD basis.

Each line ends with the Löwdin charge.
CARTESIAN COORDINATES (ANGSTROEM)
O  -1.41  1.10  -0.85  0.036
N  2.10  -0.65  -0.92  0.156
C  1.45  0.27  -0.64  -0.225
C  -1.26  -0.10  -0.70  -0.251
C  0.65  0.67  0.53  -0.153
C  -0.36  -0.52  0.42  -0.166
H  1.33  0.65  1.38  0.115
H  0.03  -1.52  0.19  0.119
H  -1.03  -0.71  1.28  0.125
H  0.41  1.73  0.39  0.110
H  -1.92  -0.93  -1.08  0.134

Calculated values
Gap between HOMO and LUMO ... 10.8 eV
LUMO ... 0.4178 eV
Net charge ... 0
Electronic energy ... -285.3314 Ha
ΔE to the lowest compared entry with this formula, charge and spin ... 52.2 kcal/mol